The following is a DFT calculation (ωB97M-V/def2-TZVPD) of a 2-piece molecular cluster, C5H9Cl2N2O overall.

Values from the calculation:
charge: +1
energy: -35394.29923 eV
HOMO-LUMO gap: 8.7 eV
relative energy (zero: lowest compared OMol25 entry of this formula, charge and spin): 0.00 kcal/mol
HOMO: -13.08 eV

Each line ends with the natural charge from an NBO analysis.
Positions of all 19 atoms, in Å:
C 0.34906 -0.57007 -0.17001  0.42
C -1.77762 -0.84560 -1.06914  0.74
C 2.56742 -0.96135 0.71020  -0.39
C 1.58646 1.36166 0.50289  -0.48
C -3.43143 0.20395 -0.42559  -0.34
N 1.38320 0.00949 0.34970  -0.30
N -0.80715 -0.08637 -0.56079  -0.65
O -1.87190 -1.93388 -1.50315  -0.46
Cl -3.50971 -0.10402 1.28982  0.07
Cl -3.17044 1.93501 -0.81151  -0.01
H 0.44392 -1.70827 -0.22917  0.25
H 3.17368 -0.48074 1.45921  0.24
H 2.17705 -1.92823 1.08006  0.24
H 3.04968 -1.13544 -0.26932  0.24
H 0.97555 1.95580 -0.19456  0.23
H 1.54250 1.90354 1.52040  0.27
H 2.62324 1.63154 0.01909  0.25
H -4.13685 -0.09575 -1.14783  0.24
H -1.16667 0.84875 -0.55028  0.46

=====

The following is a DFT calculation (ωB97M-V/def2-TZVPD) of C28H21ClN7O5S2V as an isolated structure.

Values from the calculation:
energy: -109925.32347 eV
HOMO-LUMO gap (alpha / beta): 6.5 / 6.5 eV
relative energy (zero: lowest compared OMol25 entry of this formula, charge and spin): 2.44 kcal/mol
HOMO (alpha / beta): -8.21 / -8.21 eV

Each line ends with the natural charge from an NBO analysis.
Positions of all 65 atoms, in Å:
V -0.26071 0.43035 -0.11218  1.21
N 2.98639 2.85528 7.21602  -0.79
C 2.14834 2.43664 6.21026  0.21
C 1.86230 3.28095 5.12822  -0.27
C 0.99147 2.87829 4.13974  -0.15
C 0.39656 1.62129 4.22322  -0.36
C 0.67126 0.77151 5.28791  -0.13
C 1.53740 1.17964 6.27935  -0.28
S -0.65845 1.08750 2.96836  2.33
O -1.43214 -0.02600 3.42366  -0.92
O -1.27975 2.23776 2.39338  -0.91
N 0.33278 0.44714 1.73818  -0.85
C 1.70871 0.44477 1.60235  0.58
N 1.97547 0.26809 0.29474  -0.47
C 3.24210 0.22635 -0.08271  0.11
C 4.25651 0.34765 0.84827  -0.34
C 3.87082 0.51439 2.17038  0.11
N 2.60024 0.56178 2.56937  -0.47
H 3.56108 3.66429 7.06696  0.39
H 3.33507 2.18030 7.87144  0.39
H 2.32176 4.26119 5.08044  0.21
H 0.75870 3.53134 3.30843  0.24
H 0.19422 -0.19796 5.33558  0.24
H 1.74311 0.53095 7.12251  0.21
H 3.43877 0.10010 -1.14109  0.21
H 5.29508 0.31079 0.55715  0.24
H 4.61689 0.61374 2.95111  0.20
O -0.04016 0.37168 -4.01882  -0.53
C -0.04180 1.09344 -3.07342  0.81
O -0.10253 0.51592 -1.79665  -0.59
C -0.00945 2.55951 -3.02830  -0.26
C -0.21564 3.19839 -4.25580  -0.12
C -0.20752 4.57063 -4.34976  -0.24
C 0.01559 5.31798 -3.19468  -0.17
C 0.22226 4.69909 -1.97903  -0.18
C 0.21521 3.30204 -1.85794  -0.12
S 0.53948 2.71050 -0.22596  0.00
H -0.38250 2.58040 -5.12815  0.24
H -0.37600 5.05841 -5.29995  0.22
H 0.02283 6.39981 -3.24412  0.22
H 0.38512 5.29504 -1.09006  0.22
N -3.27499 -0.80986 -1.23752  -0.78
C -3.19768 -0.11974 -0.09046  0.63
O -1.94452 0.32282 0.16076  -0.57
C -4.25539 0.16217 0.71831  -0.43
C -5.49748 -0.43328 0.31680  0.30
N -6.44165 -0.98391 -0.04459  -0.33
C -4.26575 1.01739 1.86441  0.29
N -4.39918 1.70886 2.77157  -0.28
H -4.14878 -1.24433 -1.48975  0.43
H -2.43302 -1.16612 -1.66196  0.42
Cl -1.30032 -4.94246 -4.82119  0.01
C -0.90725 -4.01146 -3.40508  -0.03
C -1.70804 -4.10576 -2.28094  -0.24
C -1.39090 -3.34690 -1.16148  -0.22
C -0.28430 -2.49862 -1.14783  0.00
C 0.03903 -1.70314 0.07122  -0.56
C 0.50732 -2.43934 -2.29426  -0.20
C 0.20516 -3.18418 -3.41918  -0.21
H -2.56266 -4.76852 -2.27871  0.23
H -2.00934 -3.42811 -0.27444  0.22
H 1.06948 -1.82389 0.37900  0.22
H -0.63000 -1.92754 0.89978  0.23
H 1.36590 -1.77890 -2.31626  0.22
H 0.81487 -3.11513 -4.30940  0.23

=====

The following is a DFT calculation (ωB97M-V/def2-TZVPD) of CH4N2OS as an isolated structure.

Values from the calculation:
energy: -16963.07890 eV
HOMO-LUMO gap: 9.1 eV
relative energy (zero: lowest compared OMol25 entry of this formula, charge and spin): 48.66 kcal/mol
HOMO: -8.47 eV

Each line ends with the natural charge from an NBO analysis.
Positions of all 9 atoms, in Å:
C -1.10074 0.16890 0.03080  0.86
N -0.75121 -1.04599 0.44466  -0.86
N 0.48915 1.15798 0.14614  -0.91
O -2.07265 0.72344 -0.23592  -0.53
S 1.85892 0.26590 0.05018  0.17
H 0.19887 -1.32238 0.64333  0.43
H -1.44352 -1.90132 0.51370  0.42
H 0.57102 1.89493 -0.45150  0.36
H 2.25015 0.05855 -1.14139  0.06